1.
Below is a molecular structure, C28H36N7O3PS2Ti, with properties calculated with ωB97M-V/def2-TZVPD.

Calculated values
Frontier orbital gap   7.56 eV
Largest force on an atom   0.01643 Eh/bohr
LUMO level   -0.32 eV
Net charge   0
Energy relative to the best compared isomer or geometry (same formula, charge and spin)   0.00 kJ/mol

XYZ file:
```
78
C28H36N7O3PS2Ti (ωB97M-V/def2-TZVPD)
Ti 1.471 -0.085 0.577
C 2.438 3.997 0.629
C 2.793 2.544 0.717
O 1.974 1.745 0.113
C 3.918 2.116 1.381
C 4.337 0.765 1.360
C 5.728 0.393 1.765
N 3.508 -0.156 0.934
N 4.012 -1.427 0.729
C 3.220 -2.047 -0.085
O 2.152 -1.439 -0.577
C 3.484 -3.441 -0.487
C 4.622 -4.098 -0.019
C 4.864 -5.410 -0.383
C 3.973 -6.078 -1.214
C 2.841 -5.427 -1.681
C 2.596 -4.112 -1.319
H 2.387 4.298 -0.419
H 3.157 4.624 1.151
H 1.447 4.140 1.063
H 4.570 2.848 1.831
H 6.271 1.267 2.114
H 6.256 -0.056 0.924
H 5.691 -0.361 2.552
H 5.302 -3.567 0.633
H 5.746 -5.917 -0.016
H 4.162 -7.106 -1.495
H 2.144 -5.947 -2.326
H 1.715 -3.597 -1.677
S 1.506 0.190 2.941
C -0.084 -0.394 3.351
C -0.686 0.111 4.545
N -1.181 0.518 5.501
C -0.710 -1.327 2.591
S 0.071 -2.007 1.201
C -2.036 -1.764 2.901
N -3.125 -2.089 3.085
O -0.342 0.844 0.334
P -1.730 0.845 -0.267
N -2.137 -0.366 -1.292
C -2.777 -1.655 -0.944
C -2.357 -2.593 -2.079
C -1.036 -2.008 -2.570
C -1.296 -0.509 -2.495
N -1.818 2.245 -1.131
C -3.000 2.542 -1.954
C -2.491 3.516 -3.031
C -0.973 3.320 -3.030
C -0.676 3.063 -1.558
N -2.827 0.803 0.942
C -2.586 1.728 2.072
C -3.908 1.717 2.827
C -4.932 1.564 1.704
C -4.272 0.533 0.794
H -3.859 -1.551 -0.895
H -2.418 -2.016 0.017
H -3.094 -2.559 -2.884
H -2.277 -3.624 -1.738
H -0.759 -2.338 -3.571
H -0.230 -2.263 -1.878
H -1.828 -0.148 -3.383
H -0.370 0.063 -2.401
H -3.795 2.993 -1.353
H -3.393 1.620 -2.391
H -2.732 4.543 -2.751
H -2.948 3.322 -4.000
H -0.436 4.182 -3.423
H -0.698 2.445 -3.623
H -0.668 4.010 -1.005
H 0.264 2.556 -1.358
H -2.353 2.733 1.697
H -1.749 1.388 2.677
H -4.045 2.616 3.424
H -3.946 0.851 3.491
H -5.055 2.514 1.176
H -5.911 1.235 2.050
H -4.591 0.617 -0.245
H -4.483 -0.478 1.150
```

=====

2.
Below is a molecular structure, C28H37AlNO3PS2SiTe, with properties calculated with ωB97M-V/def2-TZVPD.

Calculated values
Frontier orbital gap   5.07 eV
Largest force on an atom   0.03434 Eh/bohr
LUMO level   4.15 eV
Net charge   -2
Energy relative to the best compared isomer or geometry (same formula, charge and spin)   75.12 kJ/mol

XYZ file:
```
75
C28H37AlNO3PS2SiTe (ωB97M-V/def2-TZVPD)
Al 0.891 0.433 -0.036
C 5.144 0.254 1.824
C 3.682 0.518 1.515
S 3.307 0.707 -0.186
C 2.767 0.607 2.490
C 3.082 0.402 3.950
S 1.057 0.951 2.208
H 5.707 0.204 0.894
H 5.277 -0.693 2.356
H 5.573 1.054 2.436
H 4.153 0.427 4.157
H 2.683 -0.562 4.285
H 2.593 1.179 4.543
C 1.740 3.987 0.095
Si 0.599 2.813 -0.926
C 0.774 3.599 -2.678
C -1.096 3.541 -0.341
C -1.471 3.410 1.002
C -2.657 3.944 1.484
C -3.515 4.628 0.630
C -3.175 4.756 -0.709
C -1.987 4.212 -1.182
H 1.467 5.042 -0.019
H 2.787 3.858 -0.195
H 1.667 3.726 1.154
H 0.593 4.678 -2.651
H 0.082 3.148 -3.394
H 1.786 3.436 -3.059
H -0.815 2.878 1.682
H -2.918 3.833 2.531
H -4.441 5.053 1.004
H -3.838 5.286 -1.386
H -1.741 4.317 -2.233
C -5.600 0.859 -1.109
C -4.159 1.269 -0.855
O -3.381 0.122 -0.533
P -1.946 -0.250 -1.249
O -0.942 0.127 -0.167
Te -1.748 0.569 -3.402
O -2.102 -1.858 -1.258
C -2.655 -2.531 -0.128
C -2.154 -3.965 -0.124
H -6.177 1.732 -1.420
H -6.053 0.432 -0.212
H -5.634 0.110 -1.902
H -4.094 1.982 -0.027
H -3.759 1.748 -1.751
H -3.746 -2.500 -0.211
H -2.373 -2.017 0.794
H -2.162 -4.350 -1.145
H -2.801 -4.585 0.500
H -1.135 -4.008 0.259
C 2.021 -3.207 -3.991
C 1.551 -4.020 -2.968
C 1.273 -3.500 -1.717
C 1.468 -2.131 -1.426
C 1.878 -1.317 -2.499
C 2.158 -1.848 -3.742
N 1.200 -1.571 -0.192
C 1.167 -2.384 0.932
C 2.116 -3.400 1.157
C 2.058 -4.206 2.280
C 1.062 -4.030 3.233
C 0.150 -2.997 3.056
C 0.203 -2.185 1.936
H 2.262 -3.620 -4.963
H 1.392 -5.080 -3.146
H 0.871 -4.151 -0.954
H 1.986 -0.253 -2.327
H 2.482 -1.187 -4.539
H 2.905 -3.539 0.429
H 2.804 -4.982 2.422
H 0.998 -4.681 4.097
H -0.622 -2.830 3.800
H -0.518 -1.392 1.813
```

=====

3.
Below is a molecular structure, C28H37BCl3F4IrN3O6SeSi, with properties calculated with ωB97M-V/def2-TZVPD.

Calculated values
Frontier orbital gap (spin up / spin down)   7.50 / 7.68 eV
Largest force on an atom   0.02995 Eh/bohr
LUMO level (spin up / spin down)   -1.00 / -1.00 eV
Spin multiplicity   2
Net charge   0
Energy relative to the best compared isomer or geometry (same formula, charge and spin)   29.01 kJ/mol

XYZ file:
```
85
C28H37BCl3F4IrN3O6SeSi (ωB97M-V/def2-TZVPD)
Ir -1.592 0.064 1.479
O -2.809 1.600 1.906
C -4.005 1.573 1.546
C -4.653 0.667 0.664
C -6.042 0.858 0.499
C -6.742 0.078 -0.368
C -6.102 -0.917 -1.136
C -4.763 -1.116 -1.007
C -3.981 -0.349 -0.095
O -2.727 -0.600 -0.041
N -8.182 0.286 -0.517
O -8.685 1.212 0.091
O -8.754 -0.368 -1.367
H -4.625 2.371 1.964
H -6.558 1.624 1.061
H -6.694 -1.511 -1.817
H -4.245 -1.872 -1.581
C 0.920 5.074 0.832
C 2.220 4.326 1.107
C 2.258 3.678 2.489
C 1.364 2.450 2.622
N 1.857 1.339 1.810
C 1.332 0.867 0.668
Se -0.299 1.415 -0.116
N 2.071 -0.166 0.242
C 1.808 -0.973 -0.951
C 2.240 -0.304 -2.248
C 3.722 0.071 -2.344
C 4.074 1.420 -1.721
C 3.127 -0.356 1.120
C 4.146 -1.301 1.152
C 5.019 -1.235 2.217
C 4.877 -0.272 3.227
C 3.858 0.658 3.201
C 2.990 0.601 2.117
H 0.934 5.534 -0.156
H 0.768 5.867 1.568
H 0.057 4.407 0.868
H 3.061 5.017 1.021
H 2.380 3.562 0.339
H 1.930 4.403 3.240
H 3.284 3.406 2.748
H 0.345 2.657 2.303
H 1.315 2.094 3.651
H 0.743 -1.197 -0.968
H 2.333 -1.915 -0.799
H 1.621 0.581 -2.421
H 1.984 -1.011 -3.042
H 3.998 0.102 -3.401
H 4.334 -0.720 -1.898
H 3.456 2.212 -2.152
H 5.118 1.675 -1.910
H 3.930 1.435 -0.640
H 4.238 -2.066 0.395
H 5.822 -1.956 2.287
H 5.575 -0.270 4.054
H 3.735 1.383 3.993
F -0.379 -1.547 1.045
B 0.728 -2.272 1.853
F 0.077 -3.092 2.726
F 1.441 -1.263 2.468
F 1.453 -2.917 0.879
C -0.232 -1.282 -5.482
Si -0.676 -2.555 -4.178
C -2.112 -3.590 -4.805
C 0.783 -3.685 -3.848
C -1.147 -1.699 -2.611
H -0.060 -1.759 -6.449
H 0.672 -0.729 -5.216
H -1.039 -0.556 -5.608
H -1.835 -4.126 -5.716
H -2.978 -2.965 -5.033
H -2.416 -4.328 -4.060
H 1.144 -4.140 -4.774
H 0.505 -4.490 -3.165
H 1.617 -3.143 -3.395
H -1.151 -2.197 -1.646
H -1.479 -0.668 -2.556
Cl 0.148 -0.071 6.038
C -1.432 -0.537 5.414
Cl -1.781 -2.208 5.815
Cl -2.685 0.539 6.084
C -1.491 -0.339 3.896
O -0.696 0.458 3.330
O -2.365 -0.931 3.214
```